{
  "formula": "C50H126N4O15",
  "method": "ωB97M-V/def2-TZVPD",
  "symbols": ["O", "O", "O", "O", "O", "O", "O", "O", "O", "O", "O", "O", "O", "O", "O", "N", "N", "N", "N", "C", "C", "C", "C", "C", "C", "C", "C", "C", "C", "C", "C", "C", "C", "C", "C", "C", "C", "C", "C", "C", "C", "C", "C", "C", "C", "C", "C", "C", "C", "C", "C", "C", "C", "C", "C", "C", "C", "C", "C", "C", "C", "C", "C", "C", "C", "C", "C", "C", "C", "H", "H", "H", "H", "H", "H", "H", "H", "H", "H", "H", "H", "H", "H", "H", "H", "H", "H", "H", "H", "H", "H", "H", "H", "H", "H", "H", "H", "H", "H", "H", "H", "H", "H", "H", "H", "H", "H", "H", "H", "H", "H", "H", "H", "H", "H", "H", "H", "H", "H", "H", "H", "H", "H", "H", "H", "H", "H", "H", "H", "H", "H", "H", "H", "H", "H", "H", "H", "H", "H", "H", "H", "H", "H", "H", "H", "H", "H", "H", "H", "H", "H", "H", "H", "H", "H", "H", "H", "H", "H", "H", "H", "H", "H", "H", "H", "H", "H", "H", "H", "H", "H", "H", "H", "H", "H", "H", "H", "H", "H", "H", "H", "H", "H", "H", "H", "H", "H", "H", "H", "H", "H", "H", "H", "H", "H"],
  "positions_angstrom": [[0.119471, -3.181152, -6.607337], [2.864938, 4.146136, -2.375994], [4.868462, -1.290227, -2.219631], [-5.419007, -0.413538, 0.451442], [-0.473004, -5.520419, -4.992998], [2.365139, 4.203523, 1.891122], [2.581976, -0.619563, -3.767097], [-1.602672, -0.742754, 6.644520], [0.274368, 5.043105, -1.668646], [-2.916154, -4.789717, 1.285802], [-1.371393, 5.222287, 0.681244], [-6.020926, -1.294404, -3.463473], [1.027816, -1.979190, -2.364983], [5.812584, 2.111962, 3.529877], [-5.431084, 1.268430, -2.137130], [-2.212838, -5.878552, 1.824191], [0.836858, -0.829761, -1.555976], [-0.378689, -0.316527, 6.112846], [0.258979, 5.848165, -2.798540], [-0.395482, 7.868985, -1.631347], [-0.567546, 5.420134, -3.892395], [-0.460003, -0.219051, -1.911389], [3.200931, 3.124702, 2.348686], [0.073939, -1.750474, -6.399276], [1.563973, -0.775416, 4.679366], [-2.796954, -7.597378, 0.157936], [-0.748131, 1.057594, -1.126487], [-2.066451, 5.411390, -3.489982], [-2.767819, -5.127614, 4.092348], [-0.431840, 6.278793, -5.131889], [-0.794588, 2.040667, 6.680506], [-2.750163, -6.307666, 3.087815], [1.272189, -0.985096, -0.161009], [2.064281, 7.279793, -1.976271], [2.404590, 0.216990, 5.498713], [0.658756, 7.258103, -2.593443], [4.501387, -2.533622, -1.651727], [0.549520, 0.560853, 8.220583], [-2.060837, 4.247932, 1.460779], [0.198868, 0.858192, 6.743788], [2.552315, 0.796331, -3.966342], [-4.971091, -1.734179, 0.680902], [0.900548, -2.386804, 6.493942], [-1.238521, -8.416105, 2.789603], [-1.766848, -7.311250, 3.729954], [-0.381130, 0.247074, -3.374117], [-1.593979, -1.253448, -1.838815], [-4.685179, -1.598265, -3.856599], [-0.241551, 3.947248, -4.251552], [1.431083, 1.291365, 5.963962], [-0.505984, 7.776362, -4.820138], [4.175454, 2.359878, -1.622940], [5.795389, 0.642900, 1.522593], [0.970295, 0.386695, 0.487813], [-4.953531, 2.609210, -2.003437], [2.787944, -1.191451, -0.259474], [0.608708, -2.095813, 0.616248], [0.382888, -1.396139, 5.465068], [2.781877, 2.938132, -1.622630], [5.357754, 0.886046, 2.948761], [-1.656317, -6.786127, 0.813569], [-0.717210, -7.791525, 1.485307], [-0.514303, -2.042905, 4.381023], [-0.445555, 0.842749, 0.348239], [1.856649, 1.147760, -5.280984], [-0.863497, -5.970357, -0.208045], [-0.409401, -4.788483, -3.783033], [0.705100, 8.033520, -3.899334], [-4.155209, -6.902000, 3.093541], [-4.810289, -6.229012, 2.532002], [-2.455814, 6.424688, -3.368102], [-5.077629, -2.349769, -0.213847], [-0.389742, -1.905317, 1.014874], [3.195202, -0.799489, -3.040773], [2.218456, 8.302974, -1.617006], [-4.170754, -1.590780, -2.888777], [1.185051, -0.268537, 3.790088], [4.703533, 2.511661, -2.566449], [-3.190212, -4.198185, 3.705404], [-2.035130, -9.156554, 2.667480], [-4.791653, 2.808397, -0.942027], [-1.326057, -4.978340, -3.222732], [-0.548096, 5.246849, -1.185973], [2.945685, 2.976521, 3.395634], [0.954129, -3.464041, -6.213189], [1.725443, 1.105831, 0.150182], [0.084341, -2.786184, 3.847633], [1.590327, 7.840147, -4.508675], [-0.159505, -0.612945, -4.009534], [2.320828, 0.566977, -6.072892], [-1.167075, 6.184187, -5.938991], [-3.328260, -5.428142, 4.976203], [-0.897963, -1.439736, -6.768761], [-2.570232, -0.774650, -1.739134], [-1.228138, 0.848327, -3.701331], [3.443980, -2.724530, -1.828020], [4.709322, -2.671536, -0.585258], [5.062603, -3.348919, -2.123619], [-0.181080, 8.832001, -1.161242], [-2.433168, -8.160982, -0.706017], [-0.848701, -1.285860, 3.675221], [-2.326486, 4.757806, -2.658318], [-1.796346, 1.371900, -1.156813], [-1.361756, -2.575966, 4.809472], [4.223949, 3.424652, 2.129317], [-0.140532, -5.348168, 0.335980], [5.246545, 1.223422, 0.779284], [0.770890, 9.107682, -3.695570], [3.609308, 1.096852, -3.941077], [-1.754570, 1.744004, 7.107348], [-1.769735, -4.817182, 4.414574], [1.057554, 1.836796, 5.089980], [3.191106, 0.645754, 4.878578], [-0.562694, -8.625381, 0.801957], [6.808613, 1.018027, 1.358365], [-0.345434, 0.471719, 8.843512], [-0.424136, 1.785009, 0.910894], [1.175668, 1.330495, 8.678885], [1.602454, -1.943382, 7.198879], [-4.007035, 2.745150, -2.530644], [1.172802, -2.349012, 1.523495], [0.838179, -1.275737, -7.015393], [1.062062, -0.383125, 8.411673], [-0.201169, -6.619871, -0.777642], [2.148363, -1.628086, 4.324103], [1.849246, 2.104335, 6.566267], [2.967712, -2.268677, -0.346557], [-2.666379, 5.079914, -4.346899], [-0.588504, 3.609847, -5.227618], [-0.436856, -4.857687, -5.685091], [4.790634, 2.822553, -0.848026], [-1.297568, 8.045013, -2.222605], [4.264302, 0.936977, 2.990672], [1.959656, 4.449749, -2.544714], [-1.498315, -5.250863, -0.719212], [2.559836, 4.426104, 0.977459], [2.399654, 3.115006, -0.610990], [2.898628, 2.265592, 1.737526], [-0.837409, -6.757009, 3.938892], [0.784049, 1.012181, -5.154249], [-4.231922, -0.893985, -4.562289], [4.282960, 1.277644, -1.502228], [-5.597388, -2.187834, 1.452756], [3.295802, -0.822445, 0.634722], [-5.116871, -0.117060, -0.412989], [-3.563129, -6.915867, -0.222797], [-4.275222, -7.876818, 2.616573], [0.501956, 0.876984, -3.545211], [-2.410645, 3.390984, 0.892567], [5.655710, -0.422535, 1.351678], [-6.379984, 1.341553, -2.281903], [-5.642979, 3.318416, -2.462693], [-2.293444, -4.052782, 1.259427], [5.290026, 2.355422, 4.295378], [-2.919601, 4.685182, 1.980824], [1.268392, 0.395539, 1.547241], [-1.150548, 0.191776, 0.868547], [5.827450, -1.241874, -2.231679], [-0.176513, -3.748992, -4.032873], [-0.181020, 1.907703, -1.510135], [-1.983803, -7.599405, 4.760139], [5.666239, 0.106676, 3.651690], [0.267591, -1.511551, -5.355976], [2.042415, 2.330854, -2.157340], [0.168310, -7.216859, 1.770687], [1.801817, -1.694364, -2.869147], [2.029099, 2.217084, -5.414463], [-1.507164, -1.964045, -1.014415], [-4.512757, -7.031496, 4.113632], [0.466174, -5.088486, -3.193997], [-1.429587, 8.107681, -4.348146], [2.867855, 6.955877, -2.632497], [-1.634656, -1.898941, -2.716954], [0.507442, 6.094754, -5.663083], [-3.316899, -8.299280, 0.806278], [-0.615895, 3.216708, -3.529959], [0.133621, -2.878956, 7.098265], [-1.438601, 3.886299, 2.285277], [-4.474802, -2.574345, -4.295635], [2.877307, -0.280244, 6.348062], [-5.923448, -0.432583, -3.044512], [-0.414577, -8.965015, 3.247793], [1.441986, -3.207469, 6.012288], [3.256887, -0.763889, -1.143989], [-1.378969, -1.370479, 7.351113], [-1.161722, 5.910994, 1.320586], [-3.968970, -1.800582, 1.119701], [-0.360369, 8.341349, -5.741956], [-0.729376, 7.214046, -0.826115], [2.087808, 1.265138, -3.088108], [2.131751, 6.688634, -1.061541], [-0.415748, 2.856016, 7.298355], [0.846589, 3.861229, -4.168250], [-1.017159, 2.364071, 5.665353], [0.572756, -3.057911, 0.096251]],
  "forces_ev_per_angstrom": [[0.34, 0.37, 0.33], [-0.02, 0.17, 0.12], [0.24, -0.03, 0.23], [0.12, 0.13, 0.14], [0.16, -0.32, -0.06], [-0.49, 0.30, 0.63], [0.29, -0.09, -0.69], [0.35, -0.18, 0.36], [-0.93, 0.24, 0.00], [-0.63, -0.16, -0.46], [-0.37, -0.29, 0.18], [-0.19, -0.28, -1.03], [-0.40, -0.64, 1.45], [0.91, 0.35, -0.85], [-0.15, 0.10, -0.28], [1.75, 0.52, 0.42], [-0.41, 1.31, -0.45], [-0.24, 0.48, -1.78], [2.09, 0.90, -1.88], [-0.63, 0.50, -0.38], [-2.46, -1.96, 0.06], [-0.67, -0.19, -1.09], [-0.95, 1.00, -1.75], [0.26, -0.84, -0.60], [0.30, -0.20, 0.47], [-0.16, 0.43, -0.98], [-0.38, -0.17, 1.47], [-0.66, 0.52, -1.05], [0.16, 0.52, -0.18], [0.01, 1.53, -0.88], [-0.34, -0.63, 0.62], [0.18, -0.43, 1.76], [-0.06, 1.17, -0.63], [-0.38, 0.57, 0.98], [-0.83, -0.29, 0.20], [0.07, -0.73, 1.39], [1.25, -2.12, -0.94], [-0.10, 0.04, 0.68], [-0.22, 0.03, 1.11], [-0.14, -0.60, 0.61], [0.87, -0.26, 0.10], [-0.34, -0.42, 0.42], [0.45, -0.92, 0.09], [-1.14, 0.16, 0.50], [2.35, 0.41, -0.51], [1.20, -0.17, 0.02], [-0.50, -0.36, 0.43], [0.76, 0.11, 1.20], [0.88, -0.02, 0.63], [0.04, 1.02, -0.27], [1.56, -0.22, 0.59], [0.86, -0.58, 0.13], [0.32, 0.86, 0.22], [1.44, -0.86, 0.85], [0.31, 0.07, 0.01], [-0.91, -0.82, 1.02], [0.02, -1.29, 1.03], [-0.39, 0.93, -0.32], [-0.24, 0.49, -0.85], [-0.98, 0.52, 1.25], [-1.40, -0.89, 0.14], [-0.59, 0.18, 1.00], [0.45, -0.46, 0.69], [0.73, 1.29, 0.35], [0.79, 0.35, 1.08], [0.43, 0.33, 1.17], [0.77, -0.04, -0.25], [-0.76, 0.87, -0.80], [-0.67, -0.06, -0.77], [-0.17, 0.03, 0.29], [0.14, -0.01, 0.62], [0.28, -0.07, 0.00], [-0.11, 0.35, -0.39], [0.53, 0.42, -0.41], [0.35, 0.05, -0.33], [0.80, 0.01, -0.54], [-0.15, 0.07, 0.05], [-0.33, 0.48, -0.10], [-0.43, -0.29, -0.18], [0.05, -0.03, -0.53], [-0.12, 0.29, -0.08], [0.08, 0.53, 0.17], [0.21, -0.32, 0.38], [0.34, -0.05, 0.02], [-0.01, -0.11, -0.21], [-0.49, 0.17, -0.79], [0.00, 0.01, -0.09], [0.17, -0.44, 0.32], [-0.71, 0.26, 0.14], [-0.29, 0.05, -0.24], [-0.40, -1.15, 0.58], [0.00, 0.09, 0.05], [-0.11, 0.21, 0.35], [0.05, 0.11, -0.07], [-0.40, -0.41, 0.03], [0.51, -0.08, -0.40], [0.08, 0.56, -0.17], [0.01, 0.09, -0.32], [0.51, -0.04, -0.19], [0.08, 0.00, 0.03], [-0.11, 0.05, 0.07], [0.23, 0.17, 0.23], [-0.09, -0.34, -0.66], [-0.09, 0.21, 0.01], [0.21, -0.54, 0.59], [-0.13, -0.01, 0.27], [-0.52, -0.17, 0.25], [-0.01, -0.08, 0.41], [-0.28, 0.36, -0.41], [0.08, -0.08, 0.10], [0.12, -0.41, -0.11], [0.05, -0.28, -0.25], [0.04, 0.04, 0.04], [0.62, 0.31, -0.27], [0.29, -0.68, 0.25], [-0.15, 0.25, -0.18], [-0.63, 0.11, -0.23], [-0.11, 0.15, -0.13], [0.00, 0.16, -0.12], [0.03, -0.35, 0.03], [0.26, 0.33, -0.04], [0.04, 0.12, -0.01], [0.19, 0.01, -0.49], [-0.58, 0.00, -0.70], [0.20, 0.09, -0.03], [0.51, -0.27, 0.04], [-0.64, 0.87, 0.95], [0.19, -0.39, 0.04], [0.02, 0.36, -0.13], [-0.22, 0.00, -0.39], [-0.05, 0.09, -0.01], [-0.07, 0.04, 0.04], [-0.05, -0.46, -0.19], [0.26, 0.18, 0.19], [0.05, -0.46, -0.67], [0.16, -0.13, -0.04], [0.06, 0.01, 0.02], [0.45, -0.37, 0.43], [-0.13, 0.44, -0.21], [0.29, -0.20, -0.84], [-0.22, 0.32, 0.21], [-0.59, -0.02, 0.40], [-0.25, 0.16, -0.13], [0.01, 0.00, 0.07], [-0.02, 0.04, -0.06], [0.05, 0.05, 0.00], [0.40, 0.00, -0.04], [-1.03, -0.18, 0.96], [0.22, 0.19, -0.43], [0.35, 0.01, -0.39], [-0.02, -0.11, 0.19], [-0.10, 0.04, 0.28], [0.08, -0.15, 0.16], [-0.18, -0.23, 0.02], [-0.20, 0.09, -0.35], [-0.30, -0.71, 0.10], [-0.02, -0.17, -0.24], [0.03, 0.14, -0.10], [-0.72, 0.20, 0.47], [0.29, -0.11, 0.03], [-0.91, -0.45, -0.31], [0.09, -0.41, -0.45], [-0.25, 0.00, -0.21], [0.26, 0.10, 0.96], [0.40, -0.41, -0.32], [-0.58, 0.00, -0.62], [0.04, -0.03, -0.36], [0.14, 0.25, 0.23], [-0.07, 0.20, 0.02], [-0.23, -0.34, 0.11], [-0.15, -0.20, -0.12], [-0.16, 0.06, -0.23], [0.14, 0.21, -0.17], [0.23, -0.04, 0.36], [0.32, 0.03, 0.27], [-0.22, 0.29, 0.15], [-0.26, 0.17, -0.14], [0.29, -0.20, -0.26], [-1.03, -0.22, 0.08], [0.07, -0.02, 0.00], [-0.06, -0.12, -0.03], [0.00, 0.09, 0.18], [-0.06, 0.03, -0.09], [-0.60, 0.54, 0.56], [-0.16, 0.09, 0.12], [0.25, 0.15, -0.31], [0.23, 0.23, -0.45], [-0.17, 0.06, 0.02], [0.39, -0.22, -0.02], [0.15, -0.59, -0.90], [-0.21, -0.25, -0.14], [0.06, 0.16, -0.21], [0.02, -0.17, -0.52], [0.34, 0.02, -0.09], [-0.03, 0.26, -0.43]],
  "homo_energy_ev": -8.0247,
  "energy_ev": -90554.444,
  "homo_lumo_gap_ev": 8.35
}